(1)
{"formula": "C27H51F7O20P2S", "method": "ωB97M-V with the def2-TZVPD basis set", "homo_lumo_gap_ev": 8.9585, "smiles": "OP(O)#P(S)C(F)(F)C(F)(F)C(F)(F)F.CCOC(=O)OC.CCOC(=O)OC.CCOC(=O)OC.CCOC(=O)OC.CCOC(=O)OC.CCOC(=O)OC", "charge": 0, "symbols": ["O", "P", "O", "P", "S", "C", "F", "F", "C", "F", "F", "C", "F", "F", "F", "H", "H", "H", "C", "C", "O", "C", "O", "O", "C", "H", "H", "H", "H", "H", "H", "H", "H", "C", "C", "O", "C", "O", "O", "C", "H", "H", "H", "H", "H", "H", "H", "H", "C", "C", "O", "C", "O", "O", "C", "H", "H", "H", "H", "H", "H", "H", "H", "C", "C", "O", "C", "O", "O", "C", "H", "H", "H", "H", "H", "H", "H", "H", "C", "C", "O", "C", "O", "O", "C", "H", "H", "H", "H", "H", "H", "H", "H", "C", "C", "O", "C", "O", "O", "C", "H", "H", "H", "H", "H", "H", "H", "H"], "positions_angstrom": [[-0.867, 1.816, 0.628], [-1.579, 1.821, -0.827], [-0.325, 1.311, -1.744], [-2.798, -0.053, -0.860], [-3.192, -0.487, 1.159], [-4.429, 0.522, -1.634], [-5.070, -0.616, -1.999], [-4.139, 1.220, -2.759], [-5.451, 1.321, -0.804], [-6.475, 1.650, -1.630], [-5.939, 0.572, 0.193], [-4.959, 2.660, -0.209], [-6.035, 3.316, 0.269], [-4.355, 3.415, -1.136], [-4.120, 2.448, 0.821], [-1.394, 1.392, 1.312], [-0.369, 1.846, -2.540], [-3.330, -1.813, 1.033], [-7.459, -0.686, 2.623], [-6.675, -0.797, 3.912], [-7.267, -1.741, 4.819], [-6.987, -3.014, 4.568], [-6.266, -3.427, 3.698], [-7.622, -3.762, 5.469], [-7.436, -5.169, 5.302], [-8.503, -0.452, 2.833], [-7.039, 0.099, 2.003], [-7.433, -1.621, 2.064], [-6.682, 0.154, 4.441], [-5.637, -1.069, 3.726], [-6.379, -5.419, 5.253], [-7.942, -5.512, 4.402], [-7.882, -5.640, 6.173], [3.525, -1.060, -5.822], [3.612, 0.311, -5.189], [3.112, 1.332, -6.069], [1.791, 1.452, -6.108], [1.000, 0.811, -5.468], [1.489, 2.414, -6.978], [0.088, 2.628, -7.161], [4.020, -1.063, -6.794], [3.997, -1.806, -5.184], [2.487, -1.351, -5.980], [4.649, 0.579, -5.001], [3.081, 0.348, -4.239], [-0.410, 2.788, -6.209], [-0.360, 1.779, -7.676], [-0.007, 3.517, -7.776], [5.426, 1.520, 3.815], [5.830, 1.625, 2.361], [5.085, 0.719, 1.536], [3.861, 1.128, 1.206], [3.362, 2.179, 1.504], [3.297, 0.179, 0.465], [1.954, 0.467, 0.055], [5.501, 0.488, 4.158], [6.072, 2.141, 4.435], [4.396, 1.845, 3.958], [6.872, 1.335, 2.236], [5.720, 2.642, 1.988], [1.891, 1.434, -0.431], [1.284, 0.434, 0.911], [1.668, -0.304, -0.653], [2.104, -2.690, -11.163], [3.414, -2.217, -10.572], [4.065, -3.267, -9.843], [4.725, -4.152, -10.584], [4.843, -4.131, -11.779], [5.248, -5.064, -9.767], [5.961, -6.109, -10.432], [1.471, -3.121, -10.387], [1.575, -1.857, -11.626], [2.272, -3.454, -11.920], [3.234, -1.428, -9.844], [4.078, -1.820, -11.339], [6.711, -5.702, -11.104], [5.271, -6.744, -10.985], [6.446, -6.690, -9.653], [-7.622, 5.882, 3.031], [-6.380, 5.135, 3.465], [-6.299, 5.027, 4.894], [-7.036, 4.058, 5.428], [-7.704, 3.260, 4.827], [-6.878, 4.100, 6.749], [-7.638, 3.123, 7.464], [-7.673, 6.853, 3.523], [-7.614, 6.033, 1.952], [-8.522, 5.327, 3.294], [-5.486, 5.678, 3.165], [-6.334, 4.143, 3.016], [-7.455, 2.125, 7.075], [-8.700, 3.356, 7.407], [-7.309, 3.178, 8.497], [7.829, -3.765, 5.947], [8.311, -2.550, 5.184], [7.838, -1.332, 5.780], [8.518, -0.916, 6.844], [9.485, -1.445, 7.322], [7.947, 0.204, 7.283], [8.552, 0.752, 8.456], [6.744, -3.744, 6.048], [8.115, -4.676, 5.422], [8.260, -3.793, 6.947], [7.905, -2.548, 4.175], [9.397, -2.528, 5.110], [9.623, 0.880, 8.318], [8.362, 0.110, 9.314], [8.087, 1.720, 8.616]]}


(2)
{"formula": "C27H51NO2Si2Tl", "method": "ωB97M-V with the def2-TZVPD basis set", "homo_lumo_gap_ev": [6.7354, 6.4843], "charge": 1, "symbols": ["O", "O", "C", "C", "H", "H", "H", "H", "H", "C", "C", "H", "H", "H", "H", "H", "C", "C", "C", "H", "H", "H", "H", "H", "C", "H", "H", "H", "H", "H", "H", "Tl", "C", "Si", "H", "H", "C", "C", "C", "C", "Si", "H", "H", "C", "C", "C", "H", "H", "H", "H", "H", "H", "H", "H", "H", "H", "H", "H", "H", "H", "H", "H", "H", "H", "C", "C", "C", "C", "N", "C", "C", "C", "C", "C", "C", "C", "H", "H", "H", "H", "H", "H", "H", "H"], "positions_angstrom": [[-1.825, -2.155, -1.500], [0.739, 1.515, -5.053], [-0.649, -3.004, -1.786], [-1.063, -4.454, -1.950], [0.062, -2.848, -0.943], [-0.105, -2.655, -2.684], [-1.255, -4.898, -0.959], [-0.261, -5.028, -2.459], [-1.966, -4.536, -2.583], [-1.741, -0.915, -2.258], [-1.753, -1.151, -3.763], [-0.824, -0.361, -1.973], [-2.607, -0.296, -1.955], [-0.762, -0.912, -4.178], [-2.507, -0.533, -4.275], [-2.016, -2.196, -3.985], [0.330, 2.501, -4.105], [2.108, 1.119, -4.941], [-1.096, 2.916, -4.420], [0.994, 3.377, -4.200], [0.364, 2.156, -3.050], [-1.203, 3.183, -5.476], [-1.330, 3.806, -3.830], [-1.802, 2.112, -4.170], [2.551, 0.514, -6.258], [2.276, 0.378, -4.130], [2.737, 2.000, -4.721], [1.916, -0.326, -6.554], [3.588, 0.191, -6.162], [2.501, 1.286, -7.029], [2.352, -0.505, -0.182], [-1.101, -1.581, 1.061], [3.004, -0.224, -1.017], [4.195, 0.612, 0.153], [3.311, -1.169, -1.477], [2.466, 0.470, -1.685], [5.822, -0.260, -0.299], [3.425, 0.064, 1.807], [3.561, 2.407, 0.012], [-3.388, -2.035, 1.284], [-4.172, -0.345, 1.269], [-3.313, -2.566, 2.249], [-3.577, -2.736, 0.449], [-5.596, -0.611, 0.089], [-3.222, 1.164, 0.639], [-4.539, 0.104, 3.052], [2.922, 2.566, -0.878], [4.345, 3.179, 0.019], [2.890, 2.576, 0.875], [5.677, -1.351, -0.177], [6.656, 0.020, 0.355], [6.151, -0.126, -1.340], [2.580, -0.646, 1.674], [3.006, 0.934, 2.326], [4.168, -0.414, 2.454], [-3.067, 1.180, -0.450], [-2.246, 1.302, 1.126], [-3.827, 2.056, 0.878], [-5.307, 0.888, 3.085], [-3.645, 0.474, 3.576], [-4.914, -0.772, 3.600], [-6.419, 0.081, 0.308], [-5.944, -1.650, 0.192], [-5.251, -0.459, -0.944], [0.284, 3.716, 3.293], [0.565, 3.362, 4.614], [0.503, 2.016, 4.977], [0.133, 1.040, 4.013], [-0.181, 1.410, 2.757], [-0.078, 2.697, 2.400], [0.174, -0.425, 4.356], [0.460, -0.869, 5.695], [0.679, -2.208, 5.984], [0.621, -3.164, 4.959], [0.295, -2.733, 3.641], [0.022, -1.422, 3.397], [0.341, 4.744, 2.945], [0.834, 4.109, 5.359], [0.755, 1.695, 5.985], [-0.285, 2.940, 1.361], [0.502, -0.129, 6.506], [0.895, -2.513, 7.009], [0.813, -4.204, 5.169], [0.261, -3.484, 2.845]]}


(3)
{"formula": "C27H52BrN2O15P2S", "method": "ωB97M-V with the def2-TZVPD basis set", "homo_lumo_gap_ev": 8.6616, "charge": 1, "symbols": ["O", "C", "O", "C", "C", "C", "N", "C", "N", "P", "O", "Br", "C", "S", "C", "P", "O", "O", "H", "H", "H", "H", "H", "H", "H", "H", "H", "H", "H", "H", "O", "C", "O", "C", "C", "C", "H", "H", "H", "H", "H", "H", "H", "H", "O", "C", "O", "C", "C", "C", "H", "H", "H", "H", "H", "H", "H", "H", "O", "C", "O", "C", "C", "C", "H", "H", "H", "H", "H", "H", "H", "H", "O", "C", "O", "C", "C", "C", "H", "H", "H", "H", "H", "H", "H", "H", "O", "C", "O", "C", "C", "C", "H", "H", "H", "H", "H", "H", "H", "H"], "positions_angstrom": [[-2.957, 1.135, 3.725], [-1.763, 0.993, 3.718], [-0.976, 1.777, 4.530], [-1.034, -0.045, 2.875], [-1.793, -0.315, 1.529], [-0.992, -1.117, 0.524], [0.070, -0.337, -0.145], [1.321, -0.248, 0.228], [2.010, 0.500, -0.622], [3.761, 0.875, -0.572], [3.905, 2.287, 0.227], [4.618, -0.751, 0.725], [1.129, 0.951, -1.603], [1.506, 2.008, -2.960], [-0.086, 0.409, -1.313], [-1.611, 0.668, -2.394], [-1.778, 2.314, -2.518], [-2.921, 0.189, -1.522], [-0.206, 1.243, 4.766], [-1.032, -1.004, 3.450], [-0.015, 0.316, 2.673], [-2.673, -0.900, 1.791], [-2.166, 0.640, 1.134], [-1.625, -1.516, -0.271], [-0.501, -1.985, 0.980], [1.763, -0.715, 1.100], [3.469, 2.230, 1.094], [1.759, 1.218, -4.036], [-1.665, 2.675, -1.623], [-3.066, 0.772, -0.760], [-3.162, -0.175, -4.729], [-4.275, 0.279, -4.811], [-5.332, -0.538, -4.744], [-6.684, -0.079, -4.625], [-7.296, 0.207, -5.980], [-4.486, 1.746, -5.093], [-6.748, 0.776, -3.950], [-7.228, -0.891, -4.146], [-6.769, 1.010, -6.497], [-8.342, 0.494, -5.875], [-7.235, -0.676, -6.616], [-4.443, 1.905, -6.170], [-3.675, 2.297, -4.620], [-5.412, 2.154, -4.695], [0.361, -3.917, 3.117], [1.480, -4.008, 3.547], [2.506, -4.150, 2.690], [3.884, -4.042, 3.074], [4.439, -5.360, 3.569], [1.751, -4.058, 5.031], [4.022, -3.234, 3.794], [4.415, -3.744, 2.170], [3.925, -5.698, 4.469], [5.501, -5.268, 3.792], [4.304, -6.134, 2.814], [1.659, -5.087, 5.376], [1.003, -3.448, 5.534], [2.722, -3.661, 5.317], [-2.098, -2.529, 3.012], [-2.740, -3.074, 3.879], [-2.990, -2.408, 5.008], [-3.908, -2.860, 6.016], [-3.237, -3.792, 7.001], [-3.172, -4.509, 3.750], [-4.797, -3.299, 5.564], [-4.239, -1.961, 6.534], [-2.881, -4.702, 6.515], [-3.930, -4.074, 7.793], [-2.368, -3.309, 7.449], [-2.365, -5.155, 4.095], [-3.364, -4.715, 2.699], [-4.088, -4.744, 4.287], [9.012, -2.815, 1.087], [9.156, -1.646, 0.862], [10.257, -1.222, 0.220], [10.424, 0.108, -0.279], [10.983, 1.034, 0.782], [8.164, -0.627, 1.374], [9.495, 0.483, -0.713], [11.136, 0.026, -1.099], [10.301, 1.133, 1.627], [11.164, 2.026, 0.367], [11.921, 0.639, 1.172], [8.429, -0.348, 2.393], [7.182, -1.096, 1.375], [8.086, 0.266, 0.757], [-6.049, 6.910, -6.284], [-4.904, 6.900, -5.937], [-3.928, 6.836, -6.865], [-2.543, 7.027, -6.570], [-1.891, 5.731, -6.138], [-4.526, 6.859, -4.474], [-2.403, 7.828, -5.843], [-2.088, 7.371, -7.497], [-2.323, 5.342, -5.214], [-0.822, 5.878, -5.980], [-2.029, 4.962, -6.898], [-4.519, 5.823, -4.136], [-5.278, 7.410, -3.914], [-3.568, 7.324, -4.251]]}


Taking the records one at a time from the top gives E_tot values of -118213.98617, -54851.03999, -161986.44707 eV.